A) The following is a quantum chemistry calculation of 2 unconnected molecules or ions with the total composition C6H9NO, from OMol25.

gap between HOMO and LUMO	9.46	eV
total charge	0
E_LUMO	1.02	eV
spin multiplicity	1

Last column: natural (NBO) charge in e.
Cartesian coordinates (Å):
1 C -0.07132 -2.12938 0.52004  -0.59
2 C 0.12089 -0.95228 1.11357  0.48
3 N 1.20740 -0.64071 1.91404  -0.84
4 O -0.82919 0.02995 1.02240  -0.50
5 H 2.01451 -1.23386 1.79346  0.39
6 H 1.41012 0.34534 2.01022  0.40
7 H -0.20776 -0.87319 -1.80500  0.24
8 H 0.60220 -2.95096 0.69182  0.20
9 H -0.99437 -2.33929 0.01502  0.22
10 C -0.49344 1.26728 0.48329  0.17
11 C 0.68208 1.69419 0.03719  -0.54
12 C -0.81154 -0.06676 -2.13316  -0.23
13 C -1.52022 0.70186 -2.71932  -0.24
14 H -1.30559 1.95395 0.68400  0.19
15 H 0.83167 2.73297 -0.19260  0.22
16 H 1.46909 1.01435 -0.26269  0.21
17 H -2.10452 1.44656 -3.17229  0.23

=====

B) The following is a quantum chemistry calculation of 2 unconnected molecules or ions with the total composition C6H9NO, from OMol25.

gap between HOMO and LUMO	10.30	eV
total charge	0
E_LUMO	0.47	eV
spin multiplicity	1

Last column: natural (NBO) charge in e.
Cartesian coordinates (Å):
1 C -0.84415 -3.79128 -0.43484  -0.24
2 C 0.69686 0.90996 -0.80239  0.03
3 C 1.35831 2.14009 -0.71643  -0.27
4 C 1.14549 2.91460 0.40232  -0.15
5 C 0.20822 2.37031 1.34910  -0.27
6 C -0.34120 1.15717 1.12237  0.02
7 H -1.57845 -1.90458 -0.39451  0.49
8 H -1.10567 -4.81373 -0.51053  0.18
9 H 0.02448 -3.57810 -1.06648  0.16
10 H -0.39196 -3.74288 0.62300  0.15
11 H 0.78202 0.59605 -1.85823  0.19
12 H 1.74561 2.53781 -1.74106  0.23
13 H 1.53728 3.86895 0.63073  0.22
14 H -0.10376 3.05625 2.15665  0.23
15 H -1.03925 0.77398 1.89940  0.19
16 N -0.21528 0.34859 0.02434  -0.42
17 O -1.87855 -2.84319 -0.68344  -0.74

=====

Which is less stable than every other structure shown? A) is.